{"formula": "C4H11NO2", "method": "ωB97M-V/def2-TZVPD", "species": ["C", "C", "O", "C", "N", "C", "O", "H", "H", "H", "H", "H", "H", "H", "H", "H", "H", "H"], "xyz": [[-2.2287, 0.3917, -0.0825], [-0.8224, 0.1733, 0.5028], [-0.7699, -1.1272, 1.0342], [0.2145, 0.3532, -0.6202], [-0.1169, -0.4864, -1.7721], [1.6659, 0.0893, -0.1426], [1.9697, 0.6633, 1.1198], [-2.6098, -0.5717, -0.4018], [-2.9371, 0.7688, 0.6634], [-2.2170, 1.0895, -0.9199], [-0.6561, 0.9244, 1.2775], [0.0442, -1.5904, 0.7948], [0.2075, 1.3821, -0.9591], [0.3151, -0.1334, -2.6172], [0.2540, -1.4225, -1.6484], [2.3326, 0.4692, -0.9203], [1.8282, -0.9870, -0.0302], [1.8624, 1.6192, 1.0405]], "lowdin_charge": [-0.049, -0.406, -0.020, -0.358, 0.061, -0.232, -0.054, 0.075, 0.074, 0.074, 0.133, 0.082, 0.140, 0.077, 0.076, 0.118, 0.115, 0.093], "smiles": "C[C@@H](O)[C@H](N)CO", "orbital_gap_ev": 10.21, "e_above_lowest_kj_mol": 130.6}

---

{"formula": "C4H11NO2", "method": "ωB97M-V/def2-TZVPD", "species": ["C", "C", "N", "O", "O", "H", "H", "H", "H", "H", "H", "H", "C", "C", "H", "H", "H", "H"], "xyz": [[1.3564, -0.0050, 0.2054], [1.1915, 0.4746, -1.2076], [2.4451, -0.7256, 0.4984], [0.7611, 0.5766, 1.1792], [-0.1901, -1.6107, 0.0072], [-0.3989, 0.5461, 1.0551], [-0.5508, -1.8581, -0.8519], [2.4974, -1.0957, 1.4355], [2.8680, -1.2786, -0.2289], [1.4258, -0.3106, -1.9241], [0.1705, 0.8068, -1.3649], [1.8664, 1.3206, -1.3631], [-1.8612, 0.2532, 0.9095], [-2.5437, 1.0191, 0.0548], [-2.1087, 1.3558, -0.8840], [-2.3698, -0.0369, 1.8293], [-0.9879, -0.7686, 0.4390], [-3.5713, 1.3370, 0.2111]], "lowdin_charge": [-0.525, 0.008, 0.192, 0.019, -0.233, 0.081, 0.021, 0.128, 0.118, 0.088, 0.075, 0.099, -0.169, -0.072, 0.032, 0.052, 0.043, 0.041], "orbital_gap_ev": 9.31, "e_above_lowest_kj_mol": 352.8}

---

{"formula": "C4H11NO2", "method": "ωB97M-V/def2-TZVPD", "species": ["C", "N", "C", "C", "O", "C", "O", "H", "H", "H", "H", "H", "H", "H", "H", "H", "H", "H"], "xyz": [[1.2523, -1.3308, -1.4633], [0.2333, -1.3663, -0.3585], [0.0882, -0.0330, 0.2808], [-0.7997, -0.1765, 1.4910], [-0.6543, 1.0728, 2.3157], [-0.4476, 1.1432, -0.7269], [-0.1649, 2.4044, -0.1339], [1.9706, -2.2499, -1.6507], [0.7516, -1.1857, -2.4929], [1.9535, -0.5034, -1.3726], [-0.6408, -1.5085, -0.9067], [1.1017, 0.2923, 0.5376], [-1.9309, -0.2703, 1.1440], [-0.6099, -1.0159, 2.0480], [-0.8823, 0.7447, 3.2021], [0.1786, 0.9637, -1.5934], [-1.4629, 0.8633, -1.0499], [0.0634, 2.1557, 0.7293]], "lowdin_charge": [-0.149, -0.079, -0.340, -0.167, -0.091, -0.187, -0.032, 0.099, 0.090, 0.059, 0.108, 0.145, 0.159, 0.079, 0.087, 0.085, 0.118, 0.017], "smiles": "CNC(CO)CO", "orbital_gap_ev": 10.11, "e_above_lowest_kj_mol": 264.9}

---

{"formula": "C4H11NO2", "method": "ωB97M-V/def2-TZVPD", "species": ["C", "C", "C", "N", "O", "H", "H", "H", "H", "H", "H", "H", "C", "O", "H", "H", "H", "H"], "xyz": [[0.7601, -0.4758, -1.5425], [1.0501, -0.9781, -0.1664], [-0.4001, -1.1261, 0.3475], [-1.0331, -2.0960, -0.4238], [-0.8457, -0.8156, 1.4127], [0.4358, 0.5179, -1.4731], [-0.0479, -0.8800, -2.1928], [1.6683, -0.5037, -2.3331], [1.5600, -1.9612, -0.3489], [1.6919, -0.3490, 0.6520], [-2.0286, -1.9508, -0.4775], [-0.5919, -2.4379, -1.1954], [-0.3972, 2.1236, 1.7438], [-0.1930, 2.5822, 0.3396], [-0.9082, 1.2011, 1.7368], [-0.4814, 2.9450, 2.3356], [0.6474, 2.0163, 1.8371], [-0.8865, 2.1880, -0.2517]], "lowdin_charge": [-0.160, -0.159, -0.541, 0.137, 0.067, 0.033, 0.079, 0.128, 0.119, 0.174, 0.113, 0.043, -0.077, -0.174, 0.039, 0.043, 0.061, 0.075], "smiles": "CCC(N)=O.CO", "orbital_gap_ev": 10.49, "e_above_lowest_kj_mol": 307.5}

---

{"formula": "C4H11NO2", "method": "ωB97M-V/def2-TZVPD", "species": ["C", "C", "O", "C", "N", "C", "O", "H", "H", "H", "H", "H", "H", "H", "H", "H", "H", "H"], "xyz": [[2.5250, -0.8195, 1.0150], [1.3184, 0.1015, 0.8344], [0.3495, 0.1692, 1.9129], [0.5608, -0.2527, -0.4315], [-0.5399, 0.7169, -0.5914], [-1.3862, 0.3892, -1.6925], [-2.7280, 0.0739, -1.0889], [3.1995, -0.6804, 0.1634], [3.0322, -0.8371, 2.0019], [2.1458, -1.8483, 0.9570], [1.6679, 1.1349, 0.9657], [0.2775, -0.6423, 2.4248], [1.2540, -0.2244, -1.3233], [0.2826, -1.3117, -0.3383], [-1.0065, 0.8167, 0.3040], [-1.0933, -0.5298, -2.2629], [-1.7083, 1.2334, -2.3413], [-2.9346, -0.7886, -1.4650]], "lowdin_charge": [-0.059, -0.424, -0.060, -0.205, -0.043, -0.245, -0.105, 0.084, 0.088, 0.073, 0.145, 0.089, 0.138, 0.121, 0.106, 0.126, 0.116, 0.057], "smiles": "C[C@H](O)CNCO", "orbital_gap_ev": 9.84, "e_above_lowest_kj_mol": 196.1}

---

{"formula": "C4H11NO2", "method": "ωB97M-V/def2-TZVPD", "species": ["C", "C", "O", "C", "C", "N", "O", "H", "H", "H", "H", "H", "H", "H", "H", "H", "H", "H"], "xyz": [[-0.1208, -1.9018, 0.8173], [-0.2894, -0.5329, 1.4531], [-0.9234, 0.3935, 0.5874], [-0.2028, 0.9787, -0.4689], [1.3217, 0.9166, -0.4382], [-0.7252, 0.4253, -1.6879], [-0.5456, 2.3403, -0.5033], [-1.0153, -2.1882, 0.2557], [0.0750, -2.6572, 1.5845], [0.7182, -1.9193, 0.1176], [-0.9599, -0.6453, 2.3126], [0.6521, -0.1420, 1.8508], [1.7094, 1.3500, 0.4903], [1.7551, 1.5018, -1.2585], [1.7085, -0.1026, -0.5153], [-1.7230, 0.3106, -1.5079], [-0.3798, -0.5280, -1.7626], [-1.0547, 2.4003, -1.3267]], "lowdin_charge": [-0.079, -0.256, -0.071, -0.710, 0.000, 0.104, 0.020, 0.081, 0.078, 0.058, 0.121, 0.113, 0.093, 0.097, 0.073, 0.100, 0.081, 0.097], "smiles": "CCO[C@@](C)(N)O", "orbital_gap_ev": 10.51, "e_above_lowest_kj_mol": 100.5}

---

{"formula": "C4H11NO2", "method": "ωB97M-V/def2-TZVPD", "species": ["C", "N", "C", "C", "H", "H", "H", "H", "H", "H", "H", "H", "H", "O", "C", "O", "H", "H"], "xyz": [[1.6294, 0.4215, 0.1129], [0.3833, -0.3232, -0.1206], [0.3360, -0.7431, -1.5213], [0.2673, -1.4678, 0.7796], [1.5127, 1.4214, -0.3083], [2.4979, -0.0605, -0.3471], [1.7926, 0.5302, 1.1850], [-0.5224, -1.3783, -1.7268], [0.3138, 0.1293, -2.1773], [1.2608, -1.2811, -1.7701], [-0.7247, -1.9057, 0.6387], [0.3267, -1.1097, 1.8069], [1.0268, -2.2472, 0.6320], [-3.0151, 2.3564, 1.4986], [-2.3874, 1.7713, 0.6738], [-1.0768, 1.8688, 0.4137], [-2.8951, 1.0895, -0.0367], [-0.7260, 0.9282, 0.2670]], "lowdin_charge": [-0.092, -0.367, -0.092, -0.095, 0.089, 0.087, 0.090, 0.086, 0.092, 0.085, 0.087, 0.087, 0.090, 0.075, -0.430, 0.016, 0.133, 0.058], "smiles": "CN(C)C.O=CO", "orbital_gap_ev": 10.47, "e_above_lowest_kj_mol": 113.8}

---

{"formula": "C4H11NO2", "method": "ωB97M-V/def2-TZVPD", "species": ["C", "C", "C", "O", "N", "C", "H", "H", "H", "H", "H", "H", "H", "H", "H", "O", "H", "H"], "xyz": [[0.2945, 0.6432, -2.9310], [1.3717, 0.7469, -1.8787], [1.1488, -0.1249, -0.6560], [1.0042, -1.3241, -0.7461], [0.7333, 0.5885, 0.4379], [0.0978, -0.2798, 1.4869], [0.5843, 0.6223, -3.9749], [-0.4329, -0.1839, -2.8365], [-0.3989, 1.6051, -2.8589], [1.3838, 1.7709, -1.4806], [2.3956, 0.5457, -2.1936], [0.9656, 1.5333, 0.6414], [-0.4512, 0.3059, 2.2470], [0.8035, -0.9571, 1.9523], [-0.6934, -0.8603, 1.0166], [-3.5078, -0.3088, 3.5256], [-4.2759, -0.3913, 2.9433], [-3.0042, -1.0734, 3.2275]], "lowdin_charge": [-0.103, -0.187, -0.532, 0.057, 0.025, -0.065, 0.057, 0.077, 0.110, 0.097, 0.114, 0.116, 0.081, 0.078, 0.075, -0.065, 0.037, 0.027], "smiles": "CCC(=O)NC.O", "orbital_gap_ev": 10.43, "e_above_lowest_kj_mol": 102.1}

---

{"formula": "C4H11NO2", "method": "ωB97M-V/def2-TZVPD", "species": ["C", "C", "C", "O", "H", "H", "H", "H", "H", "H", "N", "C", "O", "H", "H", "H", "H", "H"], "xyz": [[-2.5329, -1.0904, -2.3464], [-1.4618, -1.5432, -1.7035], [-0.5331, -0.6209, -0.9713], [0.0843, -1.3629, 0.0835], [-3.1862, -1.7522, -2.8983], [-2.8121, -0.0451, -2.2903], [-1.2484, -2.6014, -1.6219], [0.2494, -0.2509, -1.6460], [-1.0713, 0.2424, -0.5689], [0.4992, -0.6879, 0.6430], [2.1922, 1.6193, 0.6551], [1.3136, 1.8354, 1.7328], [0.4397, 0.7059, 1.9534], [2.7420, 0.7705, 0.6932], [1.8340, 1.7740, -0.2722], [1.8967, 1.9819, 2.6483], [0.7238, 2.7384, 1.5622], [-0.0258, 0.8623, 2.7798]], "lowdin_charge": [-0.008, -0.158, -0.285, -0.095, 0.048, 0.055, 0.103, 0.112, 0.113, 0.026, 0.033, -0.336, -0.087, 0.087, 0.072, 0.114, 0.118, 0.089], "smiles": "C=CCO.NCO", "orbital_gap_ev": 10.06, "e_above_lowest_kj_mol": 196.6}

---

{"formula": "C4H11NO2", "method": "ωB97M-V/def2-TZVPD", "species": ["N", "C", "C", "O", "C", "C", "O", "H", "H", "H", "H", "H", "H", "H", "H", "H", "H", "H"], "xyz": [[-1.2420, 1.3027, 0.3159], [-0.0812, 0.6222, -0.2080], [0.2475, 0.6461, -1.6830], [0.5374, 2.0245, -2.0068], [-0.1162, -0.8451, 0.2253], [0.3352, -1.0740, 1.6211], [0.3258, -2.4850, 1.9824], [-2.0743, 0.9630, -0.1546], [-1.1805, 2.3076, 0.2289], [0.8238, 1.0433, 0.2406], [-0.5460, 0.2678, -2.3659], [1.1910, 0.1273, -1.8820], [0.7787, 2.1042, -2.9223], [0.4852, -1.4514, -0.4673], [-1.0228, -1.4734, 0.0440], [-0.1354, -0.4944, 2.4113], [1.4220, -0.9336, 1.6902], [0.2518, -2.6517, 2.9303]], "lowdin_charge": [0.065, -0.412, -0.221, -0.081, -0.183, -0.256, -0.099, 0.081, 0.075, 0.148, 0.133, 0.119, 0.068, 0.115, 0.136, 0.120, 0.117, 0.077], "smiles": "N[C@H](CO)CCO", "orbital_gap_ev": 10.33, "e_above_lowest_kj_mol": 175.3}

---

{"formula": "C4H11NO2", "method": "ωB97M-V/def2-TZVPD", "species": ["C", "C", "C", "C", "N", "O", "O", "H", "H", "H", "H", "H", "H", "H", "H", "H", "H", "H"], "xyz": [[0.6703, -0.6396, -1.1914], [1.4371, 0.9907, 0.7019], [-0.1510, -1.0461, 1.0779], [0.3331, 0.1054, 0.0496], [-3.5396, -0.0057, 0.0097], [-0.6248, 1.0110, -0.2180], [-2.5047, 0.1178, -0.7716], [0.6652, -0.0480, -2.1235], [1.5898, -1.2650, -1.1587], [-0.0614, -1.3727, -1.5170], [1.3818, 2.0867, 0.4091], [2.3599, 0.4721, 0.3809], [1.4101, 1.0925, 1.8331], [-0.7020, -1.6750, 0.4275], [0.7174, -1.4764, 1.5292], [-0.7802, -0.4745, 1.6951], [-4.0982, 0.9056, 0.0721], [-3.3955, -0.5984, 0.7601]], "lowdin_charge": [-0.077, -0.013, -0.004, -0.719, -0.001, -0.002, -0.118, 0.095, 0.096, 0.070, 0.098, 0.085, 0.096, 0.050, 0.074, 0.058, 0.148, 0.065], "orbital_gap_ev": [9.90, 8.87], "e_above_lowest_kj_mol": 607.1}

---

{"formula": "C4H11NO2", "method": "ωB97M-V/def2-TZVPD", "species": ["C", "N", "C", "C", "C", "H", "H", "H", "H", "H", "H", "H", "O", "H", "H", "O", "H", "H"], "xyz": [[0.0634, -1.8645, -0.4675], [-0.2146, -0.9975, 0.4312], [0.4189, 0.2116, 0.5567], [0.1167, 0.9985, 1.5929], [0.9564, 2.2009, 1.9472], [-0.7480, -2.2425, -1.0829], [1.1387, -2.0217, -0.6153], [1.0675, 0.5687, -0.2438], [-0.8577, 0.8744, 2.0478], [1.8275, 2.0662, 1.2910], [0.5926, 3.1859, 1.7304], [1.3654, 2.0788, 2.9478], [0.9190, -0.8824, -3.8052], [1.8764, -0.7875, -3.8934], [0.7229, -1.6978, -4.2811], [-2.9272, -0.2145, 0.7660], [-2.4776, -1.0319, 0.5231], [-3.8404, -0.4447, 0.5552]], "lowdin_charge": [-0.021, -0.049, -0.205, -0.137, -0.103, 0.072, 0.074, 0.116, 0.092, 0.063, 0.061, 0.071, -0.066, 0.037, 0.034, -0.073, 0.004, 0.032], "smiles": "C=N/C=C/C.O.O", "orbital_gap_ev": 8.18, "e_above_lowest_kj_mol": 344.3}

---

{"formula": "C4H11NO2", "method": "ωB97M-V/def2-TZVPD", "species": ["C", "C", "C", "C", "N", "H", "H", "H", "H", "H", "H", "H", "O", "H", "H", "O", "H", "H"], "xyz": [[-0.1216, -2.5004, 0.1587], [0.0220, -1.2275, 0.5892], [0.9279, -0.1784, 0.0099], [1.6164, -0.4017, -1.1039], [2.8456, 0.1571, -1.4771], [-1.0808, -2.9856, 0.0082], [0.6360, -3.1451, -0.2603], [-0.7778, -0.6532, 0.9912], [0.6018, 0.8141, 0.2596], [1.3442, -1.2000, -1.7077], [3.3128, 0.0332, -2.3397], [3.2491, 0.7937, -0.8682], [-1.5465, 2.6118, 2.2592], [-1.8260, 3.3511, 1.5570], [-0.5664, 2.5367, 2.1678], [-2.7705, 0.4965, -0.6030], [-2.9803, -0.4111, -0.5053], [-1.9648, 0.7471, -0.1360]], "lowdin_charge": [-0.010, -0.179, -0.149, -0.185, 0.095, 0.046, 0.043, 0.054, 0.075, 0.089, 0.077, 0.060, -0.132, 0.109, 0.031, -0.042, 0.012, 0.006], "smiles": "C=C/C=C/N.O.O", "orbital_gap_ev": 8.30, "e_above_lowest_kj_mol": 368.0}

---

{"formula": "C4H11NO2PS", "method": "ωB97M-V/def2-TZVPD", "species": ["C", "C", "C", "C", "N", "O", "O", "P", "S", "H", "H", "H", "H", "H", "H", "H", "H", "H", "H", "H"], "xyz": [[1.3376, 0.9811, -0.6998], [0.8968, -1.5837, -0.6970], [-2.7786, 1.2641, 0.7818], [1.1721, -0.3339, 0.1283], [-2.2492, 0.0371, 1.3448], [-2.2214, -0.8726, -1.0963], [-1.5280, -2.4458, 0.8782], [-1.9562, -1.1500, 0.3343], [2.8825, -0.4802, 0.9908], [1.9952, 0.8515, -1.6322], [0.4178, 1.1723, -1.1856], [1.7035, 1.9067, -0.2107], [-0.0943, -1.4674, -0.9981], [0.9861, -2.4803, -0.0388], [1.6346, -1.5683, -1.5472], [-2.7009, 1.2203, -0.3089], [-3.6937, 1.4847, 1.1909], [-2.0091, 2.0324, 1.0756], [0.5351, -0.2795, 0.9791], [3.4980, -0.3578, -0.1787]], "lowdin_charge": [-0.164, -0.165, -0.280, -0.680, -0.275, -0.382, -0.361, 0.327, 0.639, 0.086, 0.043, 0.068, -0.012, 0.085, 0.091, 0.039, 0.014, 0.060, 0.046, -0.179], "charge": -1, "orbital_gap_ev": 7.55, "e_above_lowest_kj_mol": 133.7}